# 1
DFT (the ωB97M-V functional and the def2-TZVPD basis) results for 2 unconnected molecules or ions with the total composition C2H3Br2FSi at a distorted geometry.

Calculated values
DFT total energy, eV: -152802.269
Gap between HOMO and LUMO (spin up / spin down), Eh: 0.211 / 0.202
Energy relative to the best compared isomer or geometry (same formula, charge and spin), kJ/mol: 395.23

The geometry in ORCA input format:
```
! RIJCOSX wB97M-V def2-TZVPD def2/J DEFGRID3
* xyz 0 1
C 0.9915 0.6874 -0.5854
C 0.6120 -0.0895 0.4731
F -0.9762 -2.4380 1.5275
Si -0.8397 -1.1242 0.5384
Br -0.9439 2.9719 -0.2310
Br -2.4542 -1.2930 -0.9535
H 1.8985 1.1652 -0.6428
H 0.6117 0.3523 -1.5338
H 1.1003 -0.2320 1.4074
*
```

# 2
DFT (the ωB97M-V functional and the def2-TZVPD basis) results for C2H3Br2N3 in the gas phase at a distorted geometry.

Calculated values
DFT total energy, eV: -146675.165
Gap between HOMO and LUMO, Eh: 0.346
Energy relative to the best compared isomer or geometry (same formula, charge and spin), kJ/mol: 291.80
SMILES string: [H]/N=C(\Br)[C@H](Br)/N=N/[H]

The geometry in ORCA input format:
```
! RIJCOSX wB97M-V def2-TZVPD def2/J DEFGRID3
* xyz 0 1
C 0.5528 -0.9169 0.6027
C -0.4666 -0.1987 -0.1482
N 0.4074 -1.8826 1.3793
N -0.7372 1.9623 -1.0470
N -0.3557 1.4798 -0.0184
Br 2.3925 -0.2098 0.2614
Br -0.5302 -0.6290 -2.1015
H -1.5270 -0.3274 0.1557
H 1.1248 -2.2761 2.0043
H -0.8608 2.9985 -1.0884
*
```

# 3
DFT (the ωB97M-V functional and the def2-TZVPD basis) results for C2H3Br2N3 in the gas phase at a distorted geometry.

Calculated values
DFT total energy, eV: -146671.370
Gap between HOMO and LUMO (spin up / spin down), Eh: 0.241 / 0.305
Energy relative to the best compared isomer or geometry (same formula, charge and spin), kJ/mol: 271.32

The geometry in ORCA input format:
```
! RIJCOSX wB97M-V def2-TZVPD def2/J DEFGRID3
* xyz 0 3
C -0.9110 1.0574 1.1505
C 0.1770 -0.9325 -0.8043
N -0.0025 1.4787 0.4677
N 1.0755 1.1500 -0.1865
N 1.1061 -0.0116 -0.7726
Br -1.4487 -0.7272 2.1658
Br 0.4248 -2.4265 -1.9557
H -1.5469 1.7105 1.5587
H -0.7569 -1.0142 -0.2470
H 1.8826 -0.2846 -1.3766
*
```

# 4
DFT (the ωB97M-V functional and the def2-TZVPD basis) results for a molecular structure, C2H3Br2NO2 at a distorted geometry.

Calculated values
DFT total energy, eV: -147789.956
Gap between HOMO and LUMO, Eh: 0.338
Energy relative to the best compared isomer or geometry (same formula, charge and spin), kJ/mol: 0.00

The geometry in ORCA input format:
```
! RIJCOSX wB97M-V def2-TZVPD def2/J DEFGRID3
* xyz 0 1
C -0.5481 0.5511 0.0138
C 0.4741 -1.5884 0.4827
N -0.0792 2.0147 -0.2128
O -1.7036 0.2672 -0.0241
O 0.4796 -0.1744 0.2586
Br 1.4370 1.9608 -1.1013
Br -1.3788 3.1133 -0.8090
H 1.3307 -2.0118 -0.0369
H -0.4163 -2.0490 -0.0412
H 0.4045 -2.0836 1.4702
*
```

# 5
DFT (the ωB97M-V functional and the def2-TZVPD basis) results for 2 unconnected molecules or ions with the total composition C2H3Br2O2Si at a distorted geometry.

Calculated values
DFT total energy, eV: -154184.460
Gap between HOMO and LUMO, Eh: 0.268
Energy relative to the best compared isomer or geometry (same formula, charge and spin), kJ/mol: 27.45

The geometry in ORCA input format:
```
! RIJCOSX wB97M-V def2-TZVPD def2/J DEFGRID3
* xyz -1 1
C 2.4010 -2.8253 -0.7914
C 0.1822 0.0787 0.3324
O 1.3715 -3.0275 -1.3037
O 3.4864 -3.2342 -0.4439
Si 1.9801 -0.3017 -0.0795
Br 2.7741 1.2039 -1.6543
Br 2.7872 0.9095 1.9264
H -0.0358 0.1747 1.3274
H -0.0723 1.1153 -0.0885
H -0.5785 -0.6946 -0.0920
*
```

# 6
DFT (the ωB97M-V functional and the def2-TZVPD basis) results for a molecular structure, C2H3Br3N2O at a distorted geometry.

Calculated values
DFT total energy, eV: -217272.493
Gap between HOMO and LUMO (spin up / spin down), Eh: 0.288 / 0.288
Energy relative to the best compared isomer or geometry (same formula, charge and spin), kJ/mol: 125.77

The geometry in ORCA input format:
```
! RIJCOSX wB97M-V def2-TZVPD def2/J DEFGRID3
* xyz 0 1
C 0.5045 -0.9778 -0.0976
C 1.4060 0.0742 0.5556
N -0.6941 -0.4925 -0.6057
N -1.1367 1.2492 -0.2037
O 0.7265 -2.1631 -0.0593
Br -1.7918 -1.4350 -1.6444
Br -2.0245 1.7901 -1.6790
Br -2.0335 1.4359 1.4559
H 1.6373 0.8274 -0.1057
H 2.3067 -0.6087 0.8597
H 1.0995 0.3004 1.5241
*
```

# 7
DFT (the ωB97M-V functional and the def2-TZVPD basis) results for a molecular structure, C2H3Br3S at a distorted geometry.

Calculated values
DFT total energy, eV: -223082.874
Gap between HOMO and LUMO, Eh: 0.326
Energy relative to the best compared isomer or geometry (same formula, charge and spin), kJ/mol: 175.64

The geometry in ORCA input format:
```
! RIJCOSX wB97M-V def2-TZVPD def2/J DEFGRID3
* xyz 0 1
C -0.0540 -1.0337 -0.3812
C -0.3767 0.9396 -0.0939
S 1.5384 -1.2864 0.3385
Br -1.4299 1.5255 -1.5907
Br 1.3020 1.7525 -0.1257
Br -1.2449 1.1820 1.6769
H -1.0087 -1.1108 0.1902
H 0.1370 -1.2212 -1.4332
H 1.1369 -0.7476 1.4192
*
```

# 8
DFT (the ωB97M-V functional and the def2-TZVPD basis) results for 2 unconnected molecules or ions with the total composition C2H3BrClF at a distorted geometry.

Calculated values
DFT total energy, eV: -87401.205
Gap between HOMO and LUMO (spin up / spin down), Eh: 0.309 / 0.318
Energy relative to the best compared isomer or geometry (same formula, charge and spin), kJ/mol: 354.66

The geometry in ORCA input format:
```
! RIJCOSX wB97M-V def2-TZVPD def2/J DEFGRID3
* xyz 0 1
C -0.6855 -1.0415 0.3878
C 0.5529 1.0284 -0.2183
F 0.0624 -1.9607 -0.1685
Cl -0.1182 1.0912 -1.7698
Br 2.4041 0.9847 -0.0863
H -1.6853 -0.9491 0.0232
H -0.7707 -1.1133 1.4963
H 0.2402 1.9602 0.3356
*
```